[1]
45
Properties=species:S:1:pos:R:3:lowdin_charge:R:1 method="wB97M-V/def2-TZVPD" gap_ev=8.15 e_tot_ha=-1750.659953 smiles=COC(CNc1nc(SC)nc2sc3c(c12)CCN(C)C3)OC mol_weight_g_mol=354.501
C 2.80 1.98 -2.31 -0.07
H 2.86 3.05 -2.52 0.09
O 2.15 1.73 -1.08 -0.14
C 2.75 2.34 0.02 -0.39
O 2.60 3.74 0.02 -0.12
C 1.27 4.21 0.01 -0.09
H 0.80 4.10 1.00 0.09
H 0.67 3.69 -0.74 0.09
H 1.32 5.27 -0.24 0.09
C 2.20 1.66 1.30 -0.09
N 0.86 1.15 1.14 0.08
C 0.65 -0.08 0.61 -0.25
N 1.68 -0.93 0.60 0.12
C 1.48 -2.16 0.16 -0.70
N 0.35 -2.68 -0.27 0.04
C -0.68 -1.84 -0.26 -0.53
C -0.62 -0.50 0.15 -0.11
C -1.89 0.15 0.01 -0.21
C -2.85 -0.69 -0.45 -0.46
S -2.27 -2.30 -0.78 1.10
C -4.28 -0.30 -0.66 -0.20
N -4.62 0.89 0.09 -0.22
C -4.85 0.62 1.49 -0.09
H -5.07 1.56 2.00 0.09
H -4.00 0.14 1.99 0.09
H -5.72 -0.03 1.58 0.09
C -3.64 1.93 -0.15 -0.19
C -2.21 1.58 0.33 -0.12
H -1.51 2.26 -0.17 0.11
H -2.14 1.74 1.41 0.12
H -3.98 2.85 0.34 0.12
H -3.61 2.10 -1.23 0.13
H -4.94 -1.11 -0.37 0.12
H -4.46 -0.09 -1.73 0.13
S 2.85 -3.23 0.14 0.91
C 4.14 -2.12 0.78 -0.40
H 4.19 -1.24 0.14 0.02
H 3.89 -1.83 1.79 0.03
H 5.07 -2.67 0.75 0.03
H 0.14 1.83 0.96 0.09
H 2.22 2.38 2.12 0.13
H 2.83 0.80 1.54 0.11
H 3.85 2.22 -0.01 0.16
H 2.21 1.48 -3.07 0.09
H 3.82 1.57 -2.29 0.09

[2]
47
Properties=species:S:1:pos:R:3:lowdin_charge:R:1 method="wB97M-V/def2-TZVPD" gap_ev=8.15 e_tot_ha=-1255.108671 smiles="COC(CNc1ccc([N+](=O)[O-])c(NCC(OC)OC)c1C#N)OC" mol_weight_g_mol=354.363
C -4.65 2.11 0.36 -0.08
H -4.08 2.51 -0.48 0.09
O -4.00 0.99 0.94 -0.12
C -4.23 -0.24 0.30 -0.41
O -5.58 -0.59 0.24 -0.13
C -6.15 -0.87 1.51 -0.07
H -5.67 -1.74 1.97 0.09
H -7.20 -1.08 1.33 0.09
H -6.05 -0.01 2.18 0.09
C -3.71 -0.27 -1.16 -0.10
N -2.33 0.11 -1.25 0.07
C -1.27 -0.65 -0.87 -0.19
C -1.39 -2.03 -0.64 -0.02
C -0.28 -2.77 -0.34 0.02
C 0.99 -2.21 -0.26 -0.09
C 1.17 -0.81 -0.46 -0.11
N 2.38 -0.25 -0.34 0.09
C 2.70 1.15 -0.31 -0.11
H 2.01 1.70 0.33 0.13
H 2.68 1.59 -1.32 0.12
C 4.11 1.29 0.30 -0.41
O 3.99 0.98 1.64 -0.11
C 5.19 1.10 2.38 -0.07
H 4.93 0.87 3.41 0.09
H 5.95 0.40 2.02 0.09
H 5.58 2.12 2.32 0.09
O 5.04 0.42 -0.30 -0.13
C 5.47 0.78 -1.58 -0.08
H 5.85 1.81 -1.60 0.09
H 6.27 0.09 -1.83 0.10
H 4.67 0.69 -2.32 0.09
H 4.46 2.34 0.16 0.16
H 3.15 -0.88 -0.12 0.11
C 0.01 -0.06 -0.78 -0.09
C 0.05 1.31 -1.08 -0.23
N -0.05 2.42 -1.38 0.18
N 2.05 -3.08 0.05 -0.35
O 1.78 -4.25 0.31 0.06
O 3.21 -2.67 0.04 0.05
H -0.36 -3.84 -0.17 0.12
H -2.35 -2.51 -0.69 0.10
H -2.15 1.11 -1.27 0.12
H -4.30 0.41 -1.76 0.13
H -3.86 -1.28 -1.55 0.13
H -3.66 -0.95 0.92 0.16
H -4.70 2.86 1.14 0.09
H -5.66 1.85 0.03 0.10

What did the first record say?
45
Properties=species:S:1:pos:R:3:lowdin_charge:R:1 method="wB97M-V/def2-TZVPD" gap_ev=8.15 e_tot_ha=-1750.659953 smiles=COC(CNc1nc(SC)nc2sc3c(c12)CCN(C)C3)OC mol_weight_g_mol=354.501
C 2.80 1.98 -2.31 -0.07
H 2.86 3.05 -2.52 0.09
O 2.15 1.73 -1.08 -0.14
C 2.75 2.34 0.02 -0.39
O 2.60 3.74 0.02 -0.12
C 1.27 4.21 0.01 -0.09
H 0.80 4.10 1.00 0.09
H 0.67 3.69 -0.74 0.09
H 1.32 5.27 -0.24 0.09
C 2.20 1.66 1.30 -0.09
N 0.86 1.15 1.14 0.08
C 0.65 -0.08 0.61 -0.25
N 1.68 -0.93 0.60 0.12
C 1.48 -2.16 0.16 -0.70
N 0.35 -2.68 -0.27 0.04
C -0.68 -1.84 -0.26 -0.53
C -0.62 -0.50 0.15 -0.11
C -1.89 0.15 0.01 -0.21
C -2.85 -0.69 -0.45 -0.46
S -2.27 -2.30 -0.78 1.10
C -4.28 -0.30 -0.66 -0.20
N -4.62 0.89 0.09 -0.22
C -4.85 0.62 1.49 -0.09
H -5.07 1.56 2.00 0.09
H -4.00 0.14 1.99 0.09
H -5.72 -0.03 1.58 0.09
C -3.64 1.93 -0.15 -0.19
C -2.21 1.58 0.33 -0.12
H -1.51 2.26 -0.17 0.11
H -2.14 1.74 1.41 0.12
H -3.98 2.85 0.34 0.12
H -3.61 2.10 -1.23 0.13
H -4.94 -1.11 -0.37 0.12
H -4.46 -0.09 -1.73 0.13
S 2.85 -3.23 0.14 0.91
C 4.14 -2.12 0.78 -0.40
H 4.19 -1.24 0.14 0.02
H 3.89 -1.83 1.79 0.03
H 5.07 -2.67 0.75 0.03
H 0.14 1.83 0.96 0.09
H 2.22 2.38 2.12 0.13
H 2.83 0.80 1.54 0.11
H 3.85 2.22 -0.01 0.16
H 2.21 1.48 -3.07 0.09
H 3.82 1.57 -2.29 0.09